{"formula": "C33H56IN10PPdSSi", "method": "ωB97M-V/def2-TZVPD", "symbols": ["Pd", "C", "Si", "C", "C", "C", "C", "C", "C", "N", "C", "S", "H", "H", "H", "H", "H", "H", "H", "H", "H", "H", "H", "H", "C", "C", "C", "C", "N", "C", "N", "N", "N", "H", "H", "H", "H", "H", "H", "H", "H", "H", "H", "I", "C", "C", "C", "C", "N", "C", "H", "H", "H", "H", "N", "P", "N", "C", "C", "C", "C", "C", "N", "C", "C", "C", "C", "C", "N", "C", "C", "C", "C", "C", "H", "H", "H", "H", "H", "H", "H", "H", "H", "H", "H", "H", "H", "H", "H", "H", "H", "H", "H", "H", "H", "H", "H", "H", "H", "H", "H", "H", "H", "H"], "xyz": [[-0.799, -0.752, 0.335], [2.094, -5.701, 0.475], [3.443, -4.422, 0.582], [4.203, -4.129, -1.095], [4.780, -5.048, 1.735], [2.810, -2.811, 1.311], [3.509, -2.140, 2.306], [3.004, -0.985, 2.905], [1.757, -0.550, 2.509], [1.074, -1.166, 1.549], [1.586, -2.228, 0.917], [0.610, -2.698, -0.443], [2.528, -6.704, 0.511], [1.527, -5.597, -0.450], [1.389, -5.600, 1.303], [4.694, -5.037, -1.457], [4.952, -3.335, -1.046], [3.441, -3.837, -1.821], [5.042, -6.077, 1.479], [4.458, -5.034, 2.779], [5.691, -4.449, 1.654], [4.473, -2.518, 2.630], [3.558, -0.453, 3.667], [1.266, 0.304, 2.959], [-5.562, -5.304, 2.134], [-6.339, -4.410, 1.173], [-6.270, -4.943, -0.256], [-5.878, -2.957, 1.272], [-4.455, -2.783, 0.991], [-3.791, -2.754, -0.161], [-2.513, -2.599, 0.083], [-2.412, -2.543, 1.437], [-3.568, -2.644, 1.985], [-5.929, -6.330, 2.080], [-5.654, -4.963, 3.166], [-4.500, -5.320, 1.882], [-7.389, -4.396, 1.483], [-5.237, -5.132, -0.557], [-6.717, -4.249, -0.972], [-6.804, -5.890, -0.337], [-6.022, -2.577, 2.282], [-6.432, -2.318, 0.583], [-4.250, -2.828, -1.131], [-4.139, 3.144, 3.363], [-4.079, 2.189, 1.522], [-4.682, 2.748, 0.408], [-4.583, 2.072, -0.796], [-3.885, 0.875, -0.826], [-3.306, 0.335, 0.242], [-3.402, 0.984, 1.400], [-5.205, 3.693, 0.477], [-5.029, 2.468, -1.698], [-3.784, 0.321, -1.754], [-2.908, 0.535, 2.253], [-0.430, 1.235, 0.745], [0.700, 1.856, -0.132], [0.100, 3.215, -0.926], [0.953, 4.193, -1.572], [0.305, 4.750, -2.837], [-1.101, 5.273, -2.556], [-1.937, 4.198, -1.866], [-1.229, 3.723, -0.606], [2.037, 2.359, 0.761], [1.670, 2.991, 2.039], [2.888, 3.084, 2.943], [3.944, 4.029, 2.342], [3.814, 4.075, 0.814], [3.374, 2.719, 0.277], [1.358, 0.901, -1.318], [0.516, 0.541, -2.458], [1.170, 0.968, -3.771], [2.589, 0.413, -3.890], [3.413, 0.754, -2.649], [2.672, 0.276, -1.407], [1.914, 3.739, -1.816], [1.153, 5.034, -0.885], [0.246, 3.958, -3.590], [0.936, 5.543, -3.245], [-1.575, 5.605, -3.482], [-1.038, 6.146, -1.896], [-2.074, 3.343, -2.538], [-2.928, 4.587, -1.613], [-1.772, 2.933, -0.092], [-1.150, 4.577, 0.088], [0.874, 2.401, 2.489], [1.260, 4.001, 1.880], [3.302, 2.079, 3.066], [2.581, 3.429, 3.932], [4.945, 3.690, 2.618], [3.827, 5.034, 2.753], [4.763, 4.356, 0.353], [3.080, 4.827, 0.516], [4.106, 1.966, 0.598], [3.393, 2.727, -0.810], [-0.463, 1.010, -2.345], [0.373, -0.546, -2.453], [1.201, 2.062, -3.813], [0.558, 0.623, -4.609], [3.073, 0.798, -4.791], [2.542, -0.677, -3.992], [3.559, 1.838, -2.597], [4.401, 0.290, -2.700], [3.230, 0.427, -0.488], [2.512, -0.808, -1.496]], "lowdin_charge": [0.6923, -0.1963, 0.4823, -0.1799, -0.1910, -0.2518, -0.0854, -0.0737, -0.1437, -0.0571, -0.7543, 0.5862, 0.0275, 0.0090, 0.0352, 0.0304, 0.0302, 0.0198, 0.0295, 0.0338, 0.0306, 0.0938, 0.0940, 0.0961, -0.0733, -0.4145, -0.0795, -0.1114, -0.1065, -0.1707, -0.0448, -0.0449, 0.0693, 0.0805, 0.0815, 0.0777, 0.1357, 0.0751, 0.0780, 0.0808, 0.1269, 0.1278, 0.1324, 0.8778, -0.7360, -0.1483, -0.0756, -0.1517, 0.0193, -0.2547, 0.0996, 0.1075, 0.1081, 0.0842, -0.2868, 0.5465, -0.1991, -0.2132, -0.1835, -0.2052, -0.1955, -0.2201, -0.1868, -0.2353, -0.1787, -0.1894, -0.1817, -0.2217, -0.2032, -0.2321, -0.1745, -0.1963, -0.1792, -0.2154, 0.0966, 0.1172, 0.0964, 0.1113, 0.1062, 0.1124, 0.1108, 0.1020, 0.0670, 0.1246, 0.0774, 0.1179, 0.0948, 0.1108, 0.1049, 0.1044, 0.1121, 0.0970, 0.1179, 0.0740, 0.0954, 0.0766, 0.0901, 0.1108, 0.1064, 0.1142, 0.0958, 0.1134, 0.0955, 0.0895], "homo_energy_ev": [-6.9, -6.8], "multiplicity": 3, "e_above_lowest_kcal_mol": 8.8, "lumo_energy_ev": [0.40, -0.12], "orbital_gap_ev": [7.27, 6.73]}